C7H11NO | ωB97M-V/def2-TZVPD

The geometry in XYZ format:
```
20
Properties=species:S:1:pos:R:3:lowdin_charge:R:1
C -0.45398 0.26089 0.03855 -0.4517
C -1.93946 0.22970 0.44899 -0.1143
C 0.24618 1.21919 1.00085 -0.0972
C -0.38811 0.74429 -1.40931 -0.0885
C -0.21284 -1.71739 0.29360 -0.3080
C 1.14960 -1.99104 0.13261 -0.0300
N 2.65564 -0.10144 -0.55960 0.2208
C 1.81430 -0.87335 -0.21105 -0.1547
O -1.18845 -2.37219 0.48160 0.0856
H 3.64291 -0.24404 -0.36775 0.1266
H 1.55196 -3.00055 0.10848 0.1202
H -2.07706 -0.13616 1.46893 0.0824
H -2.53955 -0.40372 -0.20671 0.0789
H -2.35198 1.24431 0.39445 0.0797
H 1.24583 1.50623 0.67465 0.0526
H 0.29988 0.80059 2.00990 0.0870
H -0.30178 2.16840 1.05933 0.0833
H -0.95478 1.67729 -1.52637 0.0841
H 0.62510 0.97895 -1.73767 0.0570
H -0.82341 0.01003 -2.09349 0.0864
```

Properties
LUMO	-0.016	hartree
gap between HOMO and LUMO	0.29204	hartree
multiplicity	1